1.
{
  "formula": "C5H11NO",
  "method": "ωB97M-V with the def2-TZVPD basis set",
  "e_lumo_ev": 0.6,
  "smiles": "C=C(N)/C=C/C.O",
  "multiplicity": 1,
  "de_lowest_kcal_mol": 108.9,
  "e_tot_ev": -8896.9744,
  "elements": ["C", "C", "N", "C", "C", "C", "H", "H", "H", "H", "H", "H", "H", "H", "H", "O", "H", "H"],
  "xyz": [[2.027, -0.063, -1.324], [0.744, -0.109, -0.795], [-0.212, -0.503, -1.719], [0.525, 0.663, 0.411], [-0.644, 1.063, 0.725], [-0.985, 2.423, 1.144], [2.396, -0.919, -2.004], [2.914, 0.656, -1.002], [-0.782, -1.262, -1.317], [0.134, -0.803, -2.660], [1.348, 0.478, 1.088], [-1.416, 0.331, 0.421], [-0.142, 3.106, 1.122], [-1.731, 2.503, 2.078], [-1.526, 2.796, 0.278], [-1.021, -3.686, 0.874], [-0.180, -3.775, 1.341], [-1.450, -2.900, 1.340]],
  "atomic_forces_ev_per_a": [[2.06, -0.62, 0.77], [3.87, 0.33, -2.34], [-1.58, -2.06, 0.06], [3.37, -3.04, -0.80], [-4.08, 0.38, 0.52], [-2.23, 0.45, 2.34], [-1.02, 1.87, 0.43], [-2.21, -1.77, -0.09], [-0.11, 0.47, -0.55], [-0.09, 0.53, 1.55], [0.92, 2.00, -0.12], [-0.43, 1.39, -0.67], [0.32, -0.18, 0.89], [1.81, 0.12, -1.91], [-0.61, 0.08, -0.05], [-0.71, 1.76, 1.10], [-0.11, -0.05, -0.15], [0.82, -1.65, -0.97]]
}

2.
{
  "formula": "C5H11NO",
  "method": "ωB97M-V with the def2-TZVPD basis set",
  "e_lumo_ev": 1.0,
  "multiplicity": 1,
  "de_lowest_kcal_mol": 86.8,
  "e_tot_ev": -8897.9323,
  "elements": ["C", "C", "C", "N", "C", "O", "C", "H", "H", "H", "H", "H", "H", "H", "H", "H", "H", "H"],
  "xyz": [[2.339, -0.125, 0.705], [1.550, -0.493, -0.547], [0.364, -1.402, -0.259], [-0.622, -0.830, 0.636], [-1.709, -0.170, 0.299], [-1.708, 0.350, -0.934], [-2.744, 1.392, -0.471], [3.201, 0.502, 0.459], [1.711, 0.429, 1.412], [2.712, -1.022, 1.215], [1.177, 0.409, -1.045], [2.199, -1.012, -1.263], [-0.158, -1.645, -1.190], [0.691, -2.340, 0.201], [-0.666, -1.123, 1.599], [-2.369, 2.260, -0.985], [-2.918, 1.674, 0.596], [-3.677, 0.985, -0.839]],
  "atomic_forces_ev_per_a": [[0.03, 0.02, 0.06], [0.07, 0.03, -0.09], [0.27, -0.17, -0.26], [-0.02, -0.30, 0.04], [0.46, -1.34, 1.45], [-1.32, 1.30, 2.31], [-0.18, 0.58, -1.57], [-0.13, -0.08, 0.05], [0.10, -0.07, -0.09], [-0.05, 0.13, -0.08], [0.09, -0.10, 0.07], [-0.04, 0.10, 0.07], [0.17, -0.03, 0.07], [0.09, 0.05, -0.16], [0.21, -0.27, -0.20], [-0.40, 0.57, -0.53], [0.89, -0.75, -0.92], [-0.24, 0.35, -0.24]]
}

3.
{
  "formula": "C5H11NO",
  "method": "ωB97M-V with the def2-TZVPD basis set",
  "e_lumo_ev": 1.1,
  "multiplicity": 1,
  "de_lowest_kcal_mol": 60.2,
  "e_tot_ev": -8899.0888,
  "elements": ["C", "C", "C", "C", "C", "N", "O", "H", "H", "H", "H", "H", "H", "H", "H", "H", "H", "H"],
  "xyz": [[-0.010, -0.237, -1.198], [-0.978, -0.306, 0.453], [1.531, -1.033, 0.325], [0.049, -0.797, 1.364], [0.418, 1.189, -1.409], [-1.539, 0.970, 0.763], [1.004, -1.132, -0.938], [-0.608, -0.649, -2.010], [-1.717, -1.058, 0.158], [-2.357, 1.182, 0.201], [-1.739, 1.095, 1.750], [2.143, -0.147, 0.473], [2.030, -1.963, 0.585], [-0.136, -1.788, 1.780], [0.358, -0.084, 2.121], [-0.394, 1.904, -1.229], [0.731, 1.328, -2.446], [1.215, 1.527, -0.741]],
  "atomic_forces_ev_per_a": [[-1.53, 0.58, 2.94], [0.53, -0.23, -3.60], [-2.73, 0.50, 1.94], [3.26, -0.94, -1.11], [-0.15, 0.54, -0.43], [0.00, 0.45, 0.08], [0.34, -0.68, -0.66], [-0.06, 0.13, 0.07], [0.03, -0.02, 0.37], [0.12, -0.05, 0.29], [-0.09, -0.09, -0.24], [0.20, 0.01, 0.07], [0.10, 0.14, -0.01], [-0.07, 0.21, 0.10], [-0.16, 0.05, 0.21], [-0.04, -0.34, -0.03], [0.22, 0.05, 0.06], [0.02, -0.31, -0.05]]
}

4.
{
  "formula": "C5H11NO",
  "method": "ωB97M-V with the def2-TZVPD basis set",
  "e_lumo_ev": 0.9,
  "smiles": "CC[C@@H](C)NC=O",
  "multiplicity": 1,
  "de_lowest_kcal_mol": 7.6,
  "e_tot_ev": -8901.3660,
  "elements": ["C", "C", "C", "C", "N", "C", "O", "H", "H", "H", "H", "H", "H", "H", "H", "H", "H", "H"],
  "xyz": [[-2.032, -0.340, -1.187], [-1.302, 0.065, 0.095], [0.224, 0.233, -0.031], [0.747, 1.467, 0.716], [0.909, -0.974, 0.430], [2.236, -1.161, 0.214], [2.926, -0.462, -0.504], [-1.771, 0.341, -2.003], [-1.795, -1.357, -1.516], [-3.117, -0.280, -1.046], [-1.707, 1.025, 0.429], [-1.539, -0.643, 0.902], [0.479, 0.339, -1.091], [0.249, 2.379, 0.366], [0.570, 1.375, 1.795], [1.821, 1.578, 0.546], [0.457, -1.554, 1.122], [2.646, -2.031, 0.763]],
  "atomic_forces_ev_per_a": [[0.00, -0.02, -0.06], [-0.07, 0.10, 0.13], [-0.11, 0.10, -0.10], [0.03, -0.01, -0.01], [0.14, 0.00, 0.04], [0.09, 0.05, -0.10], [-0.22, -0.21, 0.20], [-0.03, -0.07, 0.08], [0.06, 0.13, 0.11], [0.19, -0.06, 0.00], [0.00, -0.06, -0.03], [0.08, 0.09, -0.09], [0.00, 0.05, 0.10], [0.05, -0.19, 0.01], [-0.02, -0.02, -0.16], [-0.17, -0.03, 0.06], [0.07, 0.08, -0.08], [-0.08, 0.05, -0.11]]
}

5.
{
  "formula": "C5H11NO",
  "method": "ωB97M-V with the def2-TZVPD basis set",
  "e_lumo_ev": 0.8,
  "smiles": "CNC(O)=C(C)C",
  "multiplicity": 1,
  "de_lowest_kcal_mol": 37.9,
  "e_tot_ev": -8900.0530,
  "elements": ["C", "N", "C", "O", "C", "C", "C", "H", "H", "H", "H", "H", "H", "H", "H", "H", "H", "H"],
  "xyz": [[2.684, 0.660, -0.206], [1.241, 0.785, -0.134], [0.379, -0.286, -0.165], [1.001, -1.490, -0.338], [-0.962, -0.202, -0.031], [-1.701, -1.275, 0.727], [-1.697, 1.077, -0.303], [3.144, 0.364, 0.752], [3.109, 1.629, -0.495], [2.959, -0.087, -0.953], [0.919, 1.527, 0.470], [0.300, -2.001, -0.768], [-1.982, -0.855, 1.705], [-1.080, -2.150, 0.945], [-2.630, -1.618, 0.259], [-2.686, 0.847, -0.725], [-1.868, 1.687, 0.596], [-1.165, 1.685, -1.045]],
  "atomic_forces_ev_per_a": [[0.27, -0.01, -0.05], [-0.10, 0.21, -0.09], [-0.19, 0.27, 0.10], [-0.14, -0.12, 0.09], [0.18, 0.02, 0.05], [-0.12, -0.15, 0.02], [-0.01, 0.13, 0.07], [-0.17, 0.01, -0.22], [-0.08, -0.25, 0.00], [-0.06, 0.16, 0.09], [0.03, -0.11, -0.15], [0.44, -0.28, 0.16], [-0.07, -0.11, -0.12], [-0.11, 0.13, -0.10], [0.09, 0.04, -0.08], [0.15, 0.07, 0.12], [-0.03, 0.03, -0.07], [-0.07, -0.03, 0.19]]
}

6.
{
  "formula": "C5H11NO",
  "method": "ωB97M-V with the def2-TZVPD basis set",
  "e_lumo_ev": -0.8,
  "multiplicity": 1,
  "de_lowest_kcal_mol": 92.8,
  "e_tot_ev": -8897.6742,
  "elements": ["C", "N", "C", "O", "C", "C", "C", "H", "H", "H", "H", "H", "H", "H", "H", "H", "H", "H"],
  "xyz": [[-2.500, 1.523, -1.063], [-1.206, -0.252, -0.674], [-0.126, 0.342, -0.212], [0.293, 1.486, -0.121], [0.683, -0.896, 0.316], [2.011, -0.910, -0.437], [0.852, -0.696, 1.821], [-3.457, 1.118, -0.740], [-2.571, 2.101, -1.989], [-1.976, 2.082, -0.293], [-1.873, 0.610, -1.461], [0.139, -1.827, 0.127], [2.531, 0.041, -0.289], [1.859, -1.058, -1.511], [2.645, -1.722, -0.065], [1.465, -1.502, 2.239], [1.346, 0.260, 2.017], [-0.115, -0.698, 2.335]],
  "atomic_forces_ev_per_a": [[-0.09, 0.15, 0.23], [0.14, 0.28, 0.07], [-0.17, 0.23, -0.10], [-0.14, -0.32, -0.05], [0.05, -0.14, 0.05], [0.05, 0.02, -0.05], [0.00, 0.03, 0.07], [0.17, 0.02, -0.07], [0.06, -0.13, 0.09], [-0.09, -0.09, -0.12], [0.12, -0.13, -0.05], [0.06, 0.12, 0.02], [-0.06, -0.13, -0.02], [0.02, 0.01, 0.15], [-0.11, 0.11, -0.04], [-0.09, 0.10, -0.08], [-0.06, -0.13, -0.03], [0.14, -0.01, -0.08]]
}